# 1
DFT (ωB97M-V/def2-TZVPD) results for a cluster of 8 separate species, C22H29Cl3O21 in total in a non-equilibrium geometry.

Structure (ORCA input):
```
! wB97M-V def2-TZVPD RIJCOSX def2/J DEFGRID3
* xyz 0 1
Cl 0.310 2.040 0.820
C 0.569 0.617 -0.201
Cl 1.452 -0.608 0.747
Cl 1.492 0.995 -1.621
H -0.335 0.157 -0.602
O -0.424 -6.200 5.411
C -1.340 -6.276 4.596
O -2.344 -5.334 4.558
C -3.028 -5.560 3.355
C -2.752 -7.061 3.003
O -1.462 -7.190 3.604
H -4.112 -5.446 3.376
H -2.646 -4.942 2.543
H -2.752 -7.207 1.923
H -3.465 -7.716 3.503
O -7.269 0.066 -0.056
C -8.213 0.097 -0.831
O -8.911 1.206 -1.062
C -9.852 1.015 -2.057
C -9.989 -0.525 -1.957
O -8.687 -0.948 -1.530
H -10.838 1.386 -1.779
H -9.513 1.536 -2.953
H -10.093 -0.959 -2.951
H -10.766 -0.803 -1.245
O -4.226 9.112 -4.926
C -3.572 8.069 -4.905
O -4.015 6.886 -4.728
C -3.055 5.906 -4.732
C -1.805 6.656 -4.362
O -2.245 7.958 -4.676
H -3.312 5.059 -4.096
H -3.124 5.534 -5.754
H -1.014 6.426 -5.076
H -1.483 6.629 -3.320
O 10.313 1.337 -7.946
C 9.470 1.598 -7.059
O 9.546 1.241 -5.784
C 8.355 1.466 -5.056
C 7.771 2.515 -6.029
O 8.453 2.381 -7.239
H 7.836 0.519 -4.906
H 8.476 1.977 -4.101
H 7.827 3.577 -5.791
H 6.753 2.190 -6.243
O 9.640 -2.018 8.457
C 8.704 -2.361 7.756
O 7.891 -3.386 7.964
C 6.714 -3.349 7.129
C 7.131 -2.381 6.066
O 8.334 -1.737 6.609
H 6.563 -4.364 6.761
H 5.855 -3.013 7.711
H 6.350 -1.646 5.873
H 7.388 -2.935 5.163
O -2.994 -3.715 -5.694
C -3.931 -4.526 -5.736
O -4.286 -5.104 -6.797
C -5.463 -5.835 -6.669
C -5.562 -5.867 -5.226
O -4.676 -4.892 -4.760
H -6.282 -5.358 -7.207
H -5.377 -6.866 -7.010
H -5.311 -6.849 -4.826
H -6.590 -5.584 -4.999
O 3.717 2.732 8.805
C 3.547 3.848 8.268
O 3.318 4.936 9.028
C 3.470 6.084 8.219
C 3.161 5.556 6.806
O 3.447 4.119 7.042
H 2.827 6.832 8.683
H 4.457 6.541 8.285
H 3.800 6.029 6.060
H 2.177 5.732 6.373
*
```

Output
SMILES: ClC(Cl)Cl.O=C1OCCO1.O=C1OCCO1.O=C1OCCO1.O=C1OCCO1.O=C1OCCO1.O=C1OCCO1.O=C1OCCO1
Energy relative to the best compared isomer or geometry (same formula, charge and spin) (kcal/mol): 10.0
HOMO-LUMO gap (eV): 10.548



# 2
DFT (ωB97M-V/def2-TZVPD) results for a structure of composition C22H29GeN6O6PtS in a non-equilibrium geometry.

Structure (ORCA input):
```
! wB97M-V def2-TZVPD RIJCOSX def2/J DEFGRID3
* xyz 1 3
Pt -0.494 0.448 0.149
N -3.913 0.016 2.734
C -2.718 0.028 2.152
S -2.748 0.081 0.367
N -1.657 -0.051 2.917
N -0.495 0.053 2.316
C 0.679 -0.088 2.795
C 1.804 0.130 1.888
C 3.120 0.027 2.319
C 4.152 0.226 1.417
C 3.852 0.551 0.102
C 2.522 0.646 -0.268
N 1.534 0.422 0.595
H -4.757 0.078 2.191
H -3.970 0.048 3.740
H 0.866 -0.350 3.833
H 3.323 -0.209 3.355
H 5.180 0.133 1.740
H 4.629 0.733 -0.626
H 2.226 0.912 -1.274
O -0.065 2.491 -1.284
C -0.334 3.108 -0.244
O -0.543 2.517 0.882
C -0.458 4.602 -0.209
C -1.406 5.163 0.638
C -1.546 6.537 0.682
C -0.749 7.375 -0.075
C 0.195 6.789 -0.898
C 0.348 5.416 -0.989
N 1.073 7.659 -1.703
O 0.872 8.853 -1.649
O 1.924 7.113 -2.376
N -2.568 7.117 1.572
O -2.656 8.325 1.602
O -3.250 6.341 2.215
H -2.032 4.541 1.259
H -0.857 8.448 -0.028
H 1.085 4.999 -1.659
C -2.267 -5.300 0.124
C -2.881 -5.037 -1.248
C -2.088 -4.080 -2.138
C -2.109 -2.606 -1.702
Ge -0.745 -2.015 -0.381
C 1.137 -2.514 -0.895
C 1.369 -3.990 -0.574
C 2.849 -4.373 -0.687
C 3.402 -4.245 -2.104
H -2.853 -6.040 0.668
H -2.242 -4.392 0.728
H -1.247 -5.681 0.031
H -3.896 -4.649 -1.124
H -2.969 -5.987 -1.780
H -2.527 -4.121 -3.137
H -1.062 -4.442 -2.238
H -3.097 -2.341 -1.322
H -1.928 -1.977 -2.577
H -0.962 -2.596 1.035
H 1.847 -1.902 -0.340
H 1.261 -2.299 -1.958
H 0.788 -4.618 -1.252
H 1.028 -4.207 0.443
H 2.953 -5.407 -0.353
H 3.434 -3.753 -0.001
H 2.762 -4.769 -2.816
H 4.397 -4.685 -2.163
H 3.481 -3.202 -2.416
*
```

Output
Energy relative to the best compared isomer or geometry (same formula, charge and spin) (kcal/mol): 45.4
HOMO-LUMO gap (alpha / beta) (eV): 7.301 / 5.264
⟨S²⟩: 2.01



# 3
DFT (ωB97M-V/def2-TZVPD) results for a structure of composition C22H29IrN5O2S4 in a non-equilibrium geometry.

Structure (ORCA input):
```
! wB97M-V def2-TZVPD RIJCOSX def2/J DEFGRID3
* xyz 1 1
Ir -0.082 0.597 0.828
C -2.100 2.716 2.244
C -3.007 2.217 1.129
S -2.248 0.943 0.058
C -2.107 1.845 -1.533
C -0.763 1.618 -2.199
S 0.686 1.711 -1.124
C 0.724 3.456 -0.625
C -0.312 3.884 0.403
S -0.347 2.738 1.815
H -2.132 2.047 3.105
H -2.393 3.713 2.575
H -3.347 3.020 0.477
H -3.895 1.762 1.567
H -2.322 2.895 -1.361
H -2.886 1.441 -2.179
H -0.619 2.299 -3.039
H -0.724 0.597 -2.578
H 0.634 4.043 -1.540
H 1.733 3.615 -0.241
H -1.305 3.974 -0.027
H -0.037 4.859 0.806
N 2.551 -1.885 -6.504
C 1.851 -1.939 -5.331
C 2.362 -2.637 -4.225
C 1.674 -2.670 -3.033
C 0.465 -1.986 -2.908
C -0.069 -1.319 -4.005
C 0.615 -1.292 -5.203
S -0.431 -2.061 -1.405
O -1.667 -1.345 -1.609
O -0.423 -3.406 -0.927
N 0.353 -1.111 -0.297
C 1.475 -1.461 0.388
N 2.304 -2.459 0.161
C 3.244 -2.647 1.084
C 3.367 -1.857 2.219
C 2.516 -0.776 2.334
N 1.598 -0.553 1.400
H 3.324 -2.511 -6.642
H 2.090 -1.563 -7.335
H 3.299 -3.171 -4.320
H 2.059 -3.232 -2.195
H -1.048 -0.863 -3.937
H 0.183 -0.789 -6.059
H 3.929 -3.468 0.907
H 4.110 -2.061 2.974
H 2.559 -0.096 3.171
C -2.599 -1.584 1.759
C -1.843 -0.932 2.872
C -1.998 -1.164 4.216
C -0.982 -0.447 4.882
C -0.229 0.202 3.932
C 0.993 1.020 4.259
N -0.802 -0.046 2.684
H -3.190 -2.400 2.170
H -1.939 -2.005 0.998
H -3.302 -0.921 1.249
H -2.731 -1.819 4.658
H -0.787 -0.427 5.943
H 1.542 0.521 5.060
H 0.748 2.017 4.628
H 1.679 1.148 3.422
*
```

Output
Energy relative to the best compared isomer or geometry (same formula, charge and spin) (kcal/mol): 18.8
HOMO-LUMO gap (eV): 6.942